Record 1
Density functional theory data (the ωB97M-V functional and the def2-TZVPD basis) for a single C2H4N4 molecule.

Properties
SMILES ... [H]/N=C/N(N)C#N
Kohn-Sham gap ... 10.6 eV
ΔE to the lowest compared entry with this formula, charge and spin ... 2.377 eV
Electronic energy ... -297.556956 Eh
Multiplicity ... 1
HOMO energy ... -9.95 eV

Element x y z (Å)
1 H -2.538 0.181 0.600
2 N -1.566 0.447 0.530
3 C -0.846 -0.550 0.224
4 N 0.478 -0.207 0.012
5 N 0.770 1.166 -0.245
6 C 1.542 -1.009 -0.217
7 N 2.502 -1.588 -0.420
8 H -1.056 -1.725 0.043
9 H 0.279 1.532 -1.053
10 H 0.435 1.754 0.525

***

Record 2
Density functional theory data (the ωB97M-V functional and the def2-TZVPD basis) for a single C4H7NO molecule.

Properties
Kohn-Sham gap ... 8.5 eV
ΔE to the lowest compared entry with this formula, charge and spin ... 4.387 eV
Electronic energy ... -286.470446 Eh
Multiplicity ... 1
HOMO energy ... -7.51 eV

Element x y z (Å)
1 C -1.716 -0.047 0.533
2 C -0.518 -0.847 0.079
3 C 0.165 -0.524 -1.245
4 N 0.755 -0.178 0.026
5 C 1.524 0.771 0.389
6 O 2.233 1.381 -0.556
7 H -1.763 0.068 1.623
8 H -2.626 -0.564 0.205
9 H -1.700 0.942 0.059
10 H -0.431 -1.839 0.534
11 H 0.674 -1.403 -1.662
12 H 1.778 1.110 -1.393
13 H 1.625 1.131 1.408

***

Record 3
Density functional theory data (the ωB97M-V functional and the def2-TZVPD basis) for a molecular structure, C30H28AsN5O3PdS.

Properties
Kohn-Sham gap ... 6.6 eV
Electronic energy ... -4421.256695 Eh
Multiplicity ... 1
HOMO energy ... -7.45 eV

Element x y z (Å)
1 Pd -1.020 -0.072 0.005
2 O -3.941 4.508 8.329
3 S -2.698 4.354 7.603
4 O -2.725 4.801 6.223
5 O -1.490 4.696 8.329
6 C -2.544 2.536 7.452
7 N -2.369 1.813 8.566
8 C -2.182 0.516 8.398
9 C -2.137 -0.092 7.146
10 C -2.356 0.739 6.069
11 N -2.575 2.037 6.225
12 C -2.270 0.336 4.647
13 C -2.745 1.226 3.687
14 C -2.512 0.968 2.358
15 N -1.810 -0.096 1.949
16 C -1.418 -0.993 2.854
17 C -1.650 -0.825 4.207
18 H -2.045 -0.076 9.297
19 H -1.955 -1.155 7.053
20 H -3.239 2.133 4.011
21 H -2.833 1.656 1.589
22 H -0.874 -1.849 2.478
23 H -1.272 -1.563 4.900
24 N -7.412 -7.045 -3.040
25 C -6.671 -6.238 -2.691
26 C -5.744 -5.228 -2.257
27 C -6.152 -4.250 -1.352
28 C -5.259 -3.281 -0.936
29 C -3.946 -3.274 -1.417
30 C -3.549 -4.260 -2.323
31 C -4.439 -5.231 -2.742
32 C -3.022 -2.264 -0.986
33 C -2.252 -1.411 -0.608
34 H -7.167 -4.255 -0.980
35 H -5.568 -2.520 -0.233
36 H -2.532 -4.263 -2.693
37 H -4.129 -5.995 -3.442
38 C 1.551 -0.819 -2.455
39 As -0.206 -0.051 -2.219
40 C 0.035 1.773 -2.813
41 C -1.291 -0.903 -3.599
42 C -0.774 -0.654 -4.983
43 C -1.162 0.480 -5.693
44 C -0.664 0.726 -6.963
45 C 0.232 -0.161 -7.544
46 C 0.618 -1.300 -6.851
47 C 0.116 -1.544 -5.580
48 H 1.845 -0.720 -3.499
49 H 1.534 -1.870 -2.174
50 H 2.258 -0.288 -1.821
51 H 0.335 1.796 -3.859
52 H 0.809 2.225 -2.196
53 H -0.893 2.325 -2.680
54 H -2.309 -0.545 -3.456
55 H -1.286 -1.962 -3.343
56 H -1.874 1.170 -5.252
57 H -0.982 1.608 -7.504
58 H 0.619 0.029 -8.537
59 H 1.303 -2.005 -7.303
60 H 0.410 -2.443 -5.050
61 C 0.136 3.243 3.735
62 C 1.157 3.078 2.596
63 C 0.673 2.153 1.572
64 N 0.265 1.417 0.795
65 H 0.523 3.942 4.473
66 H -0.054 2.292 4.231
67 H -0.811 3.635 3.368
68 H 2.104 2.682 2.966
69 H 1.370 4.031 2.110

***

Record 4
Density functional theory data (the ωB97M-V functional and the def2-TZVPD basis) for 2 unconnected molecules or ions with the total composition C2H8IN2.

Properties
Total charge ... +1
Kohn-Sham gap ... 9.8 eV
ΔE to the lowest compared entry with this formula, charge and spin ... 1.975 eV
Electronic energy ... -487.890337 Eh
Multiplicity ... 1
HOMO energy ... -13.03 eV

Element x y z (Å)
1 C -0.572 -0.148 1.467
2 C -1.306 0.253 0.223
3 N 0.296 0.307 0.303
4 N -1.923 -0.634 -0.628
5 I 4.361 -0.082 -0.329
6 H -0.567 0.511 2.305
7 H -0.465 -1.212 1.530
8 H -1.673 1.346 0.103
9 H 0.769 -0.247 -0.308
10 H 0.536 1.280 0.213
11 H -1.803 -1.573 -0.678
12 H -2.368 -0.514 -1.535
13 H 5.034 -1.445 0.244

***

Record 5
Density functional theory data (the ωB97M-V functional and the def2-TZVPD basis) for a molecular structure, C22H19AuBrNPSe2.

Properties
Total charge ... +1
Kohn-Sham gap (alpha / beta) ... 8.0 / 5.8 eV
ΔE to the lowest compared entry with this formula, charge and spin ... 0.000 eV
Electronic energy ... -8758.188306 Eh
Multiplicity ... 3
HOMO energy (alpha / beta) ... -10.79 / -11.07 eV

Element x y z (Å)
1 Au -1.057 -1.870 -1.055
2 Se 1.456 -1.684 -1.574
3 P 1.125 0.510 -1.620
4 Se -1.026 0.730 -1.760
5 C 1.808 1.128 -0.091
6 C 1.095 2.128 0.551
7 C 1.549 2.646 1.741
8 C 2.737 2.168 2.287
9 C 3.473 1.186 1.624
10 C 3.022 0.674 0.427
11 C 1.885 1.305 -3.010
12 C 3.275 1.290 -3.028
13 C 3.946 1.961 -4.090
14 C 3.180 2.601 -5.063
15 C 1.797 2.527 -5.075
16 C 1.147 1.857 -4.051
17 H 0.170 2.481 0.078
18 H 0.959 3.402 2.291
19 H 3.072 2.607 3.215
20 H 4.392 0.876 2.092
21 H 3.591 -0.089 -0.064
22 H 3.812 0.815 -2.198
23 H 5.033 2.016 -4.112
24 H 3.669 3.159 -5.831
25 H 1.173 3.092 -5.792
26 H 0.045 1.810 -3.967
27 Br -3.947 -1.852 -1.123
28 C -3.959 -1.548 0.832
29 C -5.224 -1.411 1.340
30 C -5.388 -1.008 2.673
31 C -4.304 -0.938 3.495
32 C -3.027 -1.183 2.992
33 C -1.864 -1.048 3.841
34 C -0.622 -1.244 3.356
35 C -0.372 -1.472 1.960
36 C -1.432 -1.604 1.132
37 C -2.778 -1.442 1.600
38 H -6.105 -1.538 0.661
39 H -6.411 -0.950 2.984
40 H -4.420 -0.758 4.550
41 H -2.027 -0.888 4.879
42 H 0.244 -1.141 3.975
43 H 0.615 -1.625 1.633
44 N -1.079 -4.174 -0.715
45 H -0.435 -4.571 -1.326
46 H -2.017 -4.552 -0.898
47 H -0.772 -4.378 0.233

***

Record 6
Density functional theory data (the ωB97M-V functional and the def2-TZVPD basis) for a single C6H7NS molecule.

Properties
Kohn-Sham gap (alpha / beta) ... 7.1 / 6.5 eV
ΔE to the lowest compared entry with this formula, charge and spin ... 4.702 eV
Electronic energy ... -685.597071 Eh
Multiplicity ... 1
HOMO energy (alpha / beta) ... -8.00 / -7.61 eV

Element x y z (Å)
1 C 0.514 -0.466 -1.478
2 C 1.698 -0.851 -0.858
3 C -0.894 -0.339 1.916
4 C -0.222 1.229 0.317
5 C -0.414 0.324 -0.821
6 C 0.039 -1.221 1.282
7 N -0.983 0.880 1.589
8 S 1.646 -0.974 0.840
9 H 0.344 -0.739 -2.422
10 H 2.612 -1.243 -1.382
11 H -1.529 -0.594 2.818
12 H 0.790 1.381 0.699
13 H -0.585 2.262 0.138
14 H -1.191 0.632 -1.533
15 H 0.196 -2.018 2.046

***

| no. | strongest force on any atom (Eh/bohr) |
| --- | --- |
| 1 | 0.0563 |
| 2 | 0.0099 |
| 3 | 0.0053 |
| 4 | 0.0814 |
| 5 | 0.0409 |
| 6 | 0.0844 |